# 1
The following is a DFT calculation (ωB97M-V/def2-TZVPD) of a molecular structure, C10H30B3Br6O4S2V.

Geometry as XYZ:
```
56
Properties=species:S:1:pos:R:3:lowdin_spin:R:1
V -1.11310 -1.26845 1.24793 1.88
B -1.58614 -0.69825 -0.79054 0.05
H -1.69159 0.11861 -0.09349 0.01
H -0.53317 -0.87876 -0.63919 0.01
H -2.12447 -1.52839 -0.36007 0.01
H -1.84512 -0.36882 -1.78484 0.00
B -2.58886 -0.18191 2.40594 0.01
H -1.79733 0.37518 1.92911 0.00
H -2.24491 -0.97409 3.05278 0.00
H -3.18657 0.47111 3.02282 0.00
H -3.08648 -0.67349 1.58437 0.00
B -1.81188 -3.43215 1.50741 0.01
H -1.59625 -3.06712 2.49963 0.00
H -1.06333 -3.09576 0.80688 -0.01
H -1.84539 -4.50887 1.56903 0.00
H -2.74553 -2.98923 1.19700 0.01
C -4.05798 -1.15893 -3.89268 0.00
Br -2.92623 -2.59652 -4.56791 0.00
Br -5.39461 -1.91700 -2.65095 0.00
Br -4.90755 -0.05516 -5.24921 0.00
H -3.45742 -0.51521 -3.24998 0.00
C -1.70620 2.01823 -4.30105 0.00
Br 0.12943 2.28559 -3.61222 0.00
Br -1.81133 2.77409 -6.15076 0.00
Br -3.20790 2.81863 -3.19298 0.00
H -2.01670 0.97338 -4.30306 0.00
C 4.12742 -0.96041 0.72595 0.00
C 4.12111 -1.10251 -0.80273 0.00
C 2.78640 -1.68168 -1.24246 0.00
S 2.15735 -2.65996 0.23431 0.00
O 2.10935 -4.05655 -0.13219 0.00
O 0.97776 -2.00854 0.74259 0.01
C 3.63580 -2.33009 1.27490 0.00
H 3.49561 -0.19554 1.17750 0.00
H 5.14625 -0.81170 1.08367 0.00
H 4.96141 -1.69241 -1.16881 0.00
H 4.27997 -0.11883 -1.24459 0.00
H 2.85426 -2.32229 -2.12173 0.00
H 2.08225 -0.88686 -1.48846 0.00
H 4.33425 -3.15231 1.11922 0.00
H 3.33530 -2.40639 2.31988 0.00
C 0.98560 3.72903 2.67307 0.00
C -0.36922 3.61577 1.92257 0.00
C -0.15445 3.21007 0.45608 0.00
S 0.96734 1.82289 0.61611 0.00
O 1.96120 1.77634 -0.46133 0.00
O 0.19042 0.61318 1.07014 0.01
C 1.78056 2.47451 2.21853 0.00
H 0.86041 3.73175 3.75585 0.00
H 1.51531 4.64434 2.40905 0.00
H -0.72461 4.64336 1.84602 0.00
H -1.09317 3.01951 2.47798 0.00
H 0.33886 3.92288 -0.20472 0.00
H -1.06332 2.87899 -0.04635 0.00
H 2.78719 2.74882 1.90301 0.00
H 1.83006 1.62781 2.90319 0.00
```

The calculation puts the HOMO-LUMO gap (alpha / beta) at 0.320 / 0.345 Ha. Its spin multiplicity is 3. The calculation puts the total energy at -488678.6785 eV. The HOMO energy (alpha / beta) is -9.38 / -9.91 eV.

# 2
The following is a DFT calculation (ωB97M-V/def2-TZVPD) of a single C25H22N2O5 molecule.

Geometry as XYZ:
```
54
Properties=species:S:1:pos:R:3:mulliken_charge:R:1
C -1.91919 -5.07539 -1.57884 -0.83
O -0.75454 -4.84305 -0.82138 -0.47
C -0.60678 -3.63799 -0.21353 0.73
C 0.54493 -3.48281 0.55108 -0.63
C 0.79168 -2.30018 1.23948 0.67
O 1.94017 -2.26323 1.96303 -0.49
C 2.25881 -1.08588 2.66861 -0.58
C -0.11671 -1.24988 1.14775 -0.44
C -1.24546 -1.39418 0.35061 -0.43
C -2.20321 -0.28623 0.18603 0.22
N -3.45453 -0.49608 0.36902 -0.67
C -4.33615 0.54047 0.21763 0.26
C -5.69620 0.31323 0.45590 -0.27
C -6.59984 1.34197 0.31915 -0.43
C -6.17747 2.61668 -0.05698 -0.59
C -4.84420 2.85864 -0.29939 -0.74
C -3.91401 1.82669 -0.16479 0.10
C -2.50330 2.07114 -0.44121 0.86
O -2.00525 3.09601 -0.84233 -0.68
N -1.71750 0.93294 -0.21764 0.10
O -0.35211 1.06746 -0.47806 -0.22
C 0.34130 1.78774 0.45758 0.55
O -0.17574 2.25277 1.43631 -0.64
C 1.77318 1.83307 0.12534 0.17
C 2.58355 2.73987 0.80388 -0.93
C 3.93826 2.76695 0.54375 -0.84
C 4.51315 1.89511 -0.37408 1.32
C 5.98550 1.93828 -0.63208 -1.57
C 3.70101 0.97496 -1.05063 0.76
C 4.29346 0.01455 -2.03408 -1.74
C 2.33972 0.95680 -0.79786 -0.42
C -1.50814 -2.58317 -0.31819 -0.86
H -1.83649 -6.10047 -1.93641 0.24
H -1.98326 -4.39787 -2.43613 0.33
H -2.82137 -4.97545 -0.96794 0.34
H 1.24892 -4.29495 0.62192 0.51
H 3.20889 -1.28866 3.16011 0.28
H 2.37589 -0.23009 1.99543 0.11
H 1.50468 -0.85236 3.42612 0.35
H 0.03074 -0.34438 1.71203 0.75
H -6.00575 -0.67706 0.74978 0.47
H -7.64847 1.16272 0.50630 0.39
H -6.89925 3.41297 -0.15778 0.41
H -4.48788 3.83436 -0.59314 0.47
H 2.13521 3.41072 1.52003 0.51
H 4.56615 3.47540 1.06413 0.34
H 6.46262 2.70363 -0.02600 0.38
H 6.18261 2.15270 -1.68185 0.34
H 6.44238 0.97634 -0.40207 0.33
H 3.52384 -0.62535 -2.45672 0.40
H 5.04121 -0.61433 -1.55225 0.35
H 4.78466 0.55067 -2.84526 0.36
H 1.70771 0.24621 -1.30829 0.50
H -2.40745 -2.65199 -0.90605 0.55
```

The calculation puts the HOMO-LUMO gap at 0.324 Ha. The calculation puts the total energy at -39499.2870 eV. The HOMO energy is -8.53 eV. The energy relative to the best compared isomer or geometry (same formula, charge and spin) is 2.1300 eV. Its structure (SMILES) is COc1cc(OC)cc(-c2nc3ccccc3c(=O)n2OC(=O)c2ccc(C)c(C)c2)c1.

# 3
The following is a DFT calculation (ωB97M-V/def2-TZVPD) of a molecular structure, C50H42BiN4O4P2.

Geometry as XYZ:
```
103
Properties=species:S:1:pos:R:3:mulliken_charge:R:1
Bi 1.69846 0.39936 0.28661 2.87
O 5.53185 -1.39312 0.93778 -0.72
C 4.51671 -0.95161 0.43600 -0.15
N 3.62229 -0.16235 1.06970 0.11
C 3.70632 -0.09433 2.51103 -1.66
C 2.51221 -0.78778 3.09108 0.68
C 2.51636 -1.41741 4.33081 -1.06
C 1.36507 -2.05854 4.75428 -0.69
C 0.24293 -2.05752 3.93365 -1.16
C 0.32431 -1.41671 2.71323 -0.33
N 1.43095 -0.80388 2.32093 0.99
C 4.10616 -1.33075 -0.94834 0.80
C 4.60071 -2.43103 -1.52913 -1.74
C 3.98105 -2.98036 -2.75993 0.06
C 3.08829 -1.98206 -3.53434 -0.28
C 2.75759 -0.76660 -2.74785 -0.88
N 3.13543 -0.53111 -1.55591 0.05
H 4.63815 -0.55933 2.84089 0.75
H 3.69621 0.94781 2.84361 0.17
H 3.41443 -1.41643 4.92857 0.58
H 1.34272 -2.56659 5.70795 0.47
H -0.66956 -2.54898 4.23119 0.62
H -0.49918 -1.40555 2.01341 0.54
H 5.40085 -2.97309 -1.05073 0.54
H 4.71999 -3.47545 -3.38595 0.63
H 3.39652 -1.71372 -4.54539 0.47
H 2.10872 -0.03184 -3.21489 0.52
N 3.05848 2.19979 -0.64988 -0.73
C 3.61523 2.96819 0.45018 -0.92
C 2.63301 3.02430 1.64150 0.50
O 2.70123 3.92464 2.43443 -0.65
O 1.79562 2.03642 1.72288 -1.04
H 3.77771 1.78651 -1.23285 0.28
H 2.43636 2.76808 -1.21880 0.06
H 3.87371 3.99309 0.17446 0.52
H 4.50983 2.46688 0.82645 0.27
O -2.50251 0.80748 -1.70559 -0.08
C -2.81903 -0.21812 -2.56448 -1.15
C -3.67445 -0.08150 -3.64691 -0.37
C -3.96001 -1.19245 -4.42282 -0.63
C -3.39565 -2.42394 -4.12663 -0.91
C -2.50368 -2.54735 -3.07593 0.13
C -2.19242 -1.43626 -2.30272 -0.05
P -0.99170 -1.39540 -0.91233 2.85
C -1.88613 -2.55431 0.19735 0.30
C -2.82505 -1.96141 1.04206 -0.27
C -3.54088 -2.73631 1.93470 -0.86
C -3.31008 -4.10138 2.00513 -0.74
C -2.36890 -4.68949 1.17671 -0.81
C -1.66542 -3.92389 0.26331 -0.40
C 0.35137 -2.41877 -1.61397 -0.01
C 1.23887 -3.07935 -0.66360 -0.15
C 2.27925 -3.80809 -1.06050 -1.62
C 2.72922 -3.87395 -2.48310 -0.25
C 1.90511 -2.99866 -3.46019 -0.75
C 0.63856 -2.41896 -2.92298 -1.09
C -3.47553 1.35110 -0.90600 0.16
C -4.84306 1.26451 -1.09228 -1.26
C -5.68071 1.93018 -0.20990 -0.92
C -5.16699 2.67176 0.83953 -0.96
C -3.79984 2.69914 1.06552 -0.38
C -2.95325 2.02412 0.20145 0.69
P -1.14479 1.81360 0.36281 1.84
C -0.67001 3.16302 -0.78432 1.03
C -1.15360 4.46173 -0.66492 -0.77
C -0.69236 5.45272 -1.51344 -0.77
C 0.22049 5.14935 -2.50884 -0.81
C 0.63465 3.84059 -2.69360 -0.37
C 0.19145 2.85141 -1.83211 -1.16
C -0.89366 2.49188 2.04790 0.80
C -1.06098 1.52204 3.03538 -0.46
C -0.74411 1.79342 4.34998 -0.69
C -0.27733 3.05019 4.69548 -0.99
C -0.14652 4.03029 3.72675 -0.38
C -0.44168 3.75376 2.40342 -1.31
H -4.11029 0.87793 -3.88120 0.66
H -4.63543 -1.09496 -5.25885 0.44
H -3.65040 -3.28871 -4.72135 0.48
H -2.05680 -3.50287 -2.84195 0.49
H -3.00032 -0.89366 0.97769 0.27
H -4.27960 -2.27970 2.57608 0.51
H -3.87009 -4.70784 2.70254 0.42
H -2.18843 -5.75114 1.23856 0.48
H -0.95448 -4.39321 -0.39925 0.34
H 0.98051 -3.00835 0.38462 0.78
H 2.87392 -4.36401 -0.35075 0.44
H 2.86253 -4.91284 -2.79345 0.54
H 1.73133 -3.48505 -4.42234 0.62
H -0.02251 -1.95596 -3.64059 0.67
H -5.26065 0.67593 -1.89344 0.61
H -6.74818 1.86202 -0.35022 0.43
H -5.83484 3.20760 1.49706 0.46
H -3.39090 3.23144 1.91266 0.57
H -1.90370 4.69271 0.07854 0.54
H -1.05277 6.46305 -1.39278 0.47
H 0.58707 5.92517 -3.16095 0.43
H 1.30175 3.59807 -3.50935 0.49
H 0.49361 1.81943 -1.97926 0.81
H -1.44311 0.54863 2.75299 0.53
H -0.84195 1.02116 5.09938 0.48
H -0.01071 3.26585 5.71900 0.38
H 0.21852 5.00923 3.99253 0.43
H -0.28942 4.51842 1.65713 0.32
```

The calculation puts the HOMO-LUMO gap at 0.270 Ha. The net charge is +1. The calculation puts the total energy at -91093.9955 eV. The HOMO energy is -10.26 eV. The energy relative to the best compared isomer or geometry (same formula, charge and spin) is 3.4004 eV.

# 4
The following is a DFT calculation (ωB97M-V/def2-TZVPD) of a molecular structure, C16H19N3O2PV.

Geometry as XYZ:
```
42
Properties=species:S:1:pos:R:3:lowdin_spin:R:1
V -0.78536 -0.12240 -0.04628 0.96
O 3.48044 -0.37520 0.43882 0.00
C 3.79664 0.93450 0.31642 0.00
C 5.08474 1.41540 0.53492 0.00
C 5.37614 2.75650 0.36932 0.00
C 4.38384 3.65590 0.00032 0.00
C 3.09674 3.20530 -0.17288 0.00
C 2.78184 1.85180 -0.01458 0.00
C 1.39104 1.44920 -0.09078 0.01
O 0.96024 0.25640 -0.07508 0.05
N 0.44504 2.40560 -0.09748 0.00
N -0.72636 1.82460 -0.03548 -0.01
C -1.84176 2.49240 0.03982 -0.05
C -2.98626 1.64300 0.15592 -0.01
C -4.30176 2.08620 0.30692 -0.01
C -5.31916 1.15300 0.38292 -0.01
C -4.99576 -0.19700 0.31612 -0.01
C -3.66176 -0.56250 0.20102 0.01
N -2.66966 0.32170 0.11322 0.01
H 4.26494 -0.88780 0.68232 0.00
H 5.86274 0.73180 0.84292 0.00
H 6.38534 3.10200 0.52712 0.00
H 4.62134 4.69770 -0.14068 0.00
H 2.28944 3.87380 -0.42318 0.00
H -1.89186 3.57640 0.04382 0.00
H -4.49266 3.14700 0.34792 0.00
H -6.34576 1.46320 0.48782 0.00
H -5.76836 -0.94930 0.34752 0.00
H -3.38736 -1.61270 0.16092 0.01
C 1.21994 -3.05130 -0.56508 0.01
P -0.49396 -2.48850 -0.28908 0.04
C -1.34186 -3.21620 -1.74338 0.00
C -1.06256 -3.59420 1.06252 0.00
H 1.24504 -4.13290 -0.70098 0.00
H 1.83804 -2.76450 0.28442 0.00
H 1.61484 -2.55840 -1.45298 0.00
H -1.25916 -4.30300 -1.72128 0.00
H -0.87246 -2.83620 -2.65118 0.00
H -2.39506 -2.93700 -1.75568 0.00
H -0.76146 -4.62150 0.85322 0.00
H -2.14866 -3.55510 1.14792 0.00
H -0.62936 -3.27760 2.01202 0.00
```

The calculation puts the HOMO-LUMO gap (alpha / beta) at 0.253 / 0.228 Ha. The net charge is +1. Its spin multiplicity is 2. The calculation puts the total energy at -60435.2226 eV. The HOMO energy (alpha / beta) is -10.88 / -10.18 eV.